[1]
The following is a DFT calculation (ωB97M-V/def2-TZVPD) of a 8-piece molecular cluster, C33H55N4O17 overall at a distorted geometry.

Properties
**Lowest unoccupied orbital energy**: -3.8 eV
**E_HOMO**: -0.4013 Eh
**Charge**: +1
**Energy**: -2788.0828 Ha
**Frontier orbital gap**: 7.1 eV

Cartesian coordinates (Å):
N -2.91 1.55 3.45
H -3.79 1.14 3.73
H -2.17 0.98 3.85
H -2.86 2.48 3.82
H -2.79 1.30 2.47
C -0.62 -2.89 -5.01
N -0.55 -2.48 -3.52
C -1.35 -1.12 -3.40
C -1.21 -3.57 -2.61
C 0.98 -2.18 -3.15
C 1.72 -3.50 -2.83
O 1.90 -4.29 -3.89
H -0.17 -3.80 -5.39
H -0.08 -2.09 -5.51
H -1.66 -3.13 -5.23
H -2.36 -1.10 -3.83
H -0.79 -0.28 -3.82
H -1.41 -1.02 -2.32
H -2.27 -3.54 -2.89
H -0.96 -3.17 -1.63
H -0.73 -4.46 -3.00
H 1.02 -1.58 -2.24
H 1.50 -1.55 -3.88
H 1.23 -3.91 -1.95
H 2.73 -3.19 -2.58
H 2.47 -3.72 -4.42
C 0.26 -0.27 0.38
C -0.80 0.32 1.37
O -0.50 0.27 2.59
O -1.96 0.59 0.98
H 0.48 -1.29 0.69
H 1.12 0.40 0.42
H -0.13 -0.26 -0.64
C 2.31 -3.47 0.95
C 3.52 -4.49 1.22
C 3.67 -5.47 0.02
O 4.22 -4.81 -1.17
C 4.56 -5.72 -2.29
N 4.69 -3.72 1.54
H 1.42 -4.10 0.92
H 2.39 -2.97 -0.01
H 2.27 -2.78 1.80
H 3.24 -5.08 2.10
H 2.76 -6.06 -0.11
H 4.41 -6.17 0.42
H 5.22 -6.54 -2.02
H 5.09 -5.08 -2.99
H 3.65 -6.07 -2.78
H 5.39 -4.32 1.97
H 4.55 -3.05 2.28
C 2.63 3.45 1.21
C 2.49 4.91 0.71
C 1.17 5.06 -0.09
O 1.25 4.52 -1.47
C 1.79 5.48 -2.36
N 2.65 5.81 1.85
H 1.84 3.31 1.95
H 3.60 3.13 1.60
H 2.45 2.73 0.41
H 3.29 5.14 0.01
H 1.03 6.14 -0.16
H 0.37 4.53 0.43
H 2.72 5.93 -1.99
H 1.16 6.35 -2.57
H 2.00 5.04 -3.33
H 3.60 5.82 2.17
H 2.28 5.34 2.66
C 3.36 -0.58 6.96
C 3.49 -1.79 6.40
C 2.95 -2.13 4.99
O 3.17 -3.25 4.48
C 2.08 -0.99 4.39
C 1.91 0.18 5.08
C 2.55 0.47 6.45
O 2.40 1.52 7.18
O 1.03 1.09 4.66
O 3.95 -2.88 7.08
H 3.83 -0.47 7.93
H 1.56 -1.24 3.48
H 0.57 0.78 3.88
H 3.73 -3.66 6.57
C -2.46 5.17 -0.65
C -2.29 3.85 -0.76
C -1.80 3.14 -1.98
O -1.74 1.93 -2.08
C -1.63 4.08 -3.04
C -1.73 5.47 -2.86
C -2.03 6.23 -1.58
O -1.93 7.47 -1.37
O -1.67 6.37 -3.93
O -2.38 3.10 0.31
H -2.66 5.47 0.36
H -1.50 3.68 -4.04
H -2.03 7.23 -3.72
H -2.09 2.19 0.26
C -6.95 0.75 0.06
C -5.58 0.55 -0.14
C -5.09 -0.62 -0.88
O -3.94 -0.89 -1.18
C -6.19 -1.58 -1.28
C -7.47 -1.40 -0.95
C -8.01 -0.10 -0.34
O -9.20 0.14 -0.14
O -8.39 -2.34 -1.13
O -4.67 1.44 0.31
H -7.26 1.72 0.41
H -5.90 -2.58 -1.57
H -9.19 -2.08 -0.68
H -3.79 1.09 0.16

Results of the Löwdin charge analysis, in e, for atoms 1 through 8: number 1, N, carries 0.333; number 2, H, carries 0.147; number 3, H, carries 0.118; number 4, H, carries 0.157; number 5, H, carries 0.067; number 6, C, carries -0.004; number 7, N, carries -0.285; number 8, C, carries 0.020

=====

[2]
The following is a DFT calculation (ωB97M-V/def2-TZVPD) of C33H55N5O2PPdS as an isolated structure at a distorted geometry.

Properties
**Multiplicity**: 5
**Energy above the lowest of the compared OMol25 structures with the same formula, charge and spin**: 0.6353 eV
**Lowest unoccupied orbital energy (alpha / beta)**: -8.9 / -11.5 eV
**E_HOMO (alpha / beta)**: -0.5822 / -0.5821 Eh
**Charge**: +3
**Energy**: -2581.1515 Ha
**Frontier orbital gap (alpha / beta)**: 6.9 / 4.3 eV

Cartesian coordinates (Å):
Pd 0.35 -0.42 -0.16
C 4.60 -0.21 4.60
C 4.25 -1.40 3.71
N 2.82 -1.36 3.34
C 2.28 -0.79 2.30
S 0.54 -0.78 2.15
N 3.15 -0.11 1.47
N 2.49 0.35 0.43
C 3.12 1.32 -0.25
C 4.51 1.77 0.03
C 2.29 1.96 -1.25
C 2.82 2.94 -2.07
C 1.98 3.59 -2.97
C 0.65 3.23 -3.00
C 0.20 2.21 -2.15
N 0.99 1.59 -1.30
H 5.67 -0.25 4.82
H 4.06 -0.25 5.55
H 4.37 0.73 4.11
H 4.40 -2.35 4.23
H 4.84 -1.41 2.80
H 2.16 -1.75 4.02
H 4.89 1.35 0.96
H 4.55 2.86 0.07
H 5.15 1.45 -0.79
H 3.87 3.20 -2.02
H 2.36 4.36 -3.63
H -0.05 3.72 -3.66
H -0.83 1.91 -2.17
C -2.68 -0.65 -5.03
N -1.46 -0.51 -4.22
C -0.22 -0.23 -4.95
C -1.46 -0.68 -2.91
C -2.77 -1.01 -2.24
O -0.39 -0.59 -2.25
H -2.48 -0.25 -6.01
H -3.51 -0.10 -4.59
H -2.96 -1.70 -5.13
H -0.17 -0.87 -5.82
H 0.64 -0.41 -4.31
H -0.21 0.81 -5.29
H -3.18 -1.94 -2.64
H -3.52 -0.24 -2.42
H -2.62 -1.10 -1.17
C -1.76 7.39 0.27
C -1.89 5.90 0.21
C -2.87 5.30 -0.58
C -3.03 3.93 -0.62
C -4.15 3.36 -1.47
C -2.15 3.12 0.14
C -2.27 1.70 -0.02
O -1.54 0.83 0.49
C -1.17 3.71 0.97
C -0.25 2.90 1.85
C -1.06 5.08 0.98
H -2.35 7.89 -0.49
H -0.72 7.70 0.16
H -2.10 7.76 1.24
H -3.54 5.93 -1.15
H -4.71 4.17 -1.94
H -4.86 2.79 -0.87
H -3.80 2.71 -2.28
H -3.07 1.36 -0.67
H -0.80 2.16 2.43
H 0.27 3.57 2.54
H 0.49 2.35 1.27
H -0.32 5.55 1.62
C 0.13 -3.32 -3.19
C 0.30 -4.13 -1.91
C -0.56 -5.40 -1.97
P 0.07 -3.22 -0.30
C 1.46 -3.88 0.73
C 2.79 -3.32 0.19
C 1.57 -5.41 0.82
C -1.60 -3.55 0.41
C -1.71 -4.88 1.17
C -2.14 -2.43 1.32
H 0.44 -3.95 -4.03
H 0.74 -2.42 -3.20
H -0.91 -3.05 -3.36
H 1.35 -4.42 -1.84
H -1.63 -5.18 -1.97
H -0.36 -6.11 -1.18
H -0.34 -5.90 -2.92
H 1.27 -3.49 1.73
H 3.16 -3.96 -0.62
H 3.55 -3.34 0.97
H 2.73 -2.31 -0.21
H 1.64 -5.87 -0.17
H 0.75 -5.87 1.36
H 2.49 -5.65 1.34
H -2.22 -3.59 -0.48
H -1.14 -4.84 2.10
H -1.40 -5.74 0.60
H -2.76 -5.02 1.43
H -1.68 -2.49 2.31
H -3.21 -2.59 1.46
H -2.00 -1.43 0.94

Results of the Löwdin charge analysis, in e, for atoms 1 through 8: number 1, Pd, carries 0.818; number 2, C, carries -0.047; number 3, C, carries -0.174; number 4, N, carries 0.079; number 5, C, carries -0.673; number 6, S, carries 0.827; number 7, N, carries 0.098; number 8, N, carries -0.035

=====

[3]
The following is a DFT calculation (ωB97M-V/def2-TZVPD) of C33H56BrN3O5S3 as an isolated structure at a distorted geometry.

Properties
**Energy above the lowest of the compared OMol25 structures with the same formula, charge and spin**: 0.0000 eV
**Lowest unoccupied orbital energy**: -1.2 eV
**E_HOMO**: -0.2908 Eh
**Charge**: 0
**Energy**: -5599.8897 Ha
**Frontier orbital gap**: 6.7 eV

Cartesian coordinates (Å):
C 2.19 -2.45 0.12
C 3.24 -1.57 -0.72
C 3.16 -0.02 -0.33
C 1.82 0.58 -0.99
N 2.03 1.96 -1.50
C 0.77 2.61 -1.95
C -0.20 1.67 -2.78
C -1.36 1.20 -1.78
C -2.52 0.40 -2.50
C -2.90 -0.92 -1.73
C -2.01 -2.06 -1.92
C -2.33 -3.37 -1.24
C -3.51 -3.50 -0.41
Br -3.97 -5.21 0.44
C -4.38 -2.30 -0.20
N -5.55 -2.25 0.58
S -6.08 -0.68 0.42
N -4.98 0.09 -0.58
C -4.11 -0.95 -0.85
C 2.68 2.82 -0.52
S 4.23 3.30 -0.85
S 1.91 3.45 1.03
C 2.05 2.21 2.39
C 0.91 1.11 2.45
C -0.49 1.55 1.89
H 2.56 -3.51 0.06
H 2.20 -2.07 1.18
H 1.16 -2.41 -0.34
H 4.26 -1.95 -0.44
H 2.99 -1.75 -1.80
H 4.06 0.48 -0.76
H 3.12 0.02 0.79
H 1.06 0.60 -0.16
H 1.53 -0.16 -1.78
H 1.07 3.45 -2.64
H 0.16 3.08 -1.12
H 0.31 0.79 -3.24
H -0.71 2.25 -3.61
H -1.79 2.12 -1.27
H -0.94 0.54 -0.97
H -2.12 0.07 -3.51
H -3.43 1.04 -2.68
H -1.10 -1.98 -2.56
H -1.64 -4.24 -1.41
H 2.06 2.75 3.38
H 3.04 1.69 2.27
H 0.76 0.82 3.53
H 1.21 0.16 1.91
H -1.02 2.24 2.62
H -1.13 0.62 1.86
H -0.48 1.95 0.85
C 1.33 0.26 7.65
C 0.31 0.82 6.70
O 0.63 1.17 5.58
C -1.11 0.93 7.18
H 2.31 0.23 7.17
H 1.40 0.89 8.54
H 1.06 -0.76 7.94
H -1.15 1.59 8.05
H -1.49 -0.06 7.45
H -1.73 1.35 6.39
C 9.30 4.71 0.23
C 8.37 4.51 -0.94
O 8.01 3.41 -1.28
C 7.91 5.75 -1.67
H 9.55 3.74 0.66
H 10.22 5.19 -0.10
H 8.81 5.32 1.00
H 8.77 6.28 -2.08
H 7.36 6.40 -0.99
H 7.25 5.46 -2.48
C -9.03 -1.19 -4.27
C -7.76 -2.00 -4.16
O -7.17 -2.38 -5.16
C -7.26 -2.32 -2.78
H -9.28 -1.04 -5.32
H -9.85 -1.73 -3.79
H -8.89 -0.22 -3.79
H -8.00 -2.91 -2.24
H -7.04 -1.40 -2.24
H -6.34 -2.90 -2.86
C 4.95 -1.10 7.15
C 4.53 -1.40 8.56
O 3.38 -1.24 8.93
C 5.58 -1.92 9.50
H 4.10 -0.74 6.58
H 5.73 -0.33 7.15
H 5.33 -2.01 6.67
H 6.38 -1.18 9.61
H 5.98 -2.86 9.13
H 5.13 -2.09 10.48
C -5.03 -3.22 -10.21
C -5.07 -2.48 -8.90
O -4.17 -1.75 -8.55
C -6.29 -2.69 -8.03
H -4.10 -2.98 -10.73
H -5.06 -4.29 -10.04
H -5.87 -2.91 -10.84
H -6.38 -3.74 -7.76
H -7.18 -2.35 -8.56
H -6.19 -2.10 -7.12

Results of the Löwdin charge analysis, in e, for atoms 1 through 8: number 1, C, carries -0.116; number 2, C, carries -0.246; number 3, C, carries -0.174; number 4, C, carries -0.181; number 5, N, carries -0.214; number 6, C, carries -0.213; number 7, C, carries -0.163; number 8, C, carries -0.199